ORCA calculation (wB97M-V/def2-TZVPD) on C23H27ClN4O6 in the gas phase at a distorted geometry.

Summary:
net charge = 0
energy relative to the best compared isomer or geometry (same formula, charge and spin) = 23.024 eV
M = 490.9 g mol⁻¹
SMILES string = COCCCNC(=O)C(=O)N/N=C/c1ccc(OCC(=O)Nc2cccc(Cl)c2C)c(OC)c1
spin multiplicity = 1
lowest unoccupied orbital energy = -0.05254 Eh

Positions of all 61 atoms, in Å:
C -12.950 -2.040 0.478
H -13.051 -2.744 1.202
O -11.450 -1.926 0.196
C -11.137 -1.183 -0.835
C -9.645 -1.358 -1.042
H -9.400 -0.680 -1.698
H -9.438 -2.341 -0.860
C -9.068 -0.600 0.268
N -7.661 -0.669 0.264
C -6.765 0.317 0.232
O -7.202 1.734 0.215
C -5.430 0.053 0.077
O -4.958 -1.394 0.092
N -4.526 1.142 0.130
N -3.219 1.198 -0.111
C -2.474 0.190 0.148
C -0.941 0.287 -0.008
C -0.130 -0.679 0.035
C 1.369 -0.287 -0.178
C 1.753 0.942 -0.087
C 0.848 1.986 -0.332
C -0.583 1.841 -0.003
H -1.183 2.666 -0.122
O 1.363 3.295 -0.196
C 0.549 4.518 -0.631
H -0.048 4.327 -1.253
H -0.015 4.235 0.535
H 1.231 5.383 -0.516
O 3.067 0.914 -0.171
C 3.888 2.107 0.044
C 5.363 1.975 0.088
O 6.092 2.743 0.239
N 5.689 0.594 0.022
C 6.875 -0.213 0.055
C 8.038 0.561 0.301
C 9.322 0.165 0.401
C 9.360 -1.403 0.041
C 8.156 -2.092 0.262
C 6.903 -1.438 -0.061
C 5.535 -2.120 -0.214
H 5.242 -1.998 -1.067
H 5.724 -3.236 -0.162
H 4.863 -2.156 0.555
Cl 8.231 -3.974 -0.159
H 10.166 -1.877 0.191
H 10.345 0.455 0.522
H 8.105 1.588 0.456
H 4.995 -0.191 -0.148
H 3.531 2.722 0.788
H 3.609 2.929 -0.798
H 1.990 -1.166 -0.148
H -0.441 -1.592 -0.029
H -2.539 -0.752 -0.010
H -4.999 1.850 0.182
H -7.039 -1.669 0.471
H -9.263 0.531 0.717
H -9.448 -1.246 1.178
H -11.622 -0.120 -0.551
H -11.598 -1.376 -1.747
H -13.241 -1.059 0.947
H -13.444 -2.456 -0.605

---

ORCA calculation (wB97M-V/def2-TZVPD) on 3 unconnected molecules or ions with the total composition CF4NO at a distorted geometry.

Summary:
net charge = +1
energy relative to the best compared isomer or geometry (same formula, charge and spin) = 6.024 eV
M = 118.0 g mol⁻¹
spin multiplicity = 1
lowest unoccupied orbital energy (spin up / spin down) = -0.33782 / -0.36942 Eh

Positions of all 7 atoms, in Å:
C -0.377 0.629 0.200
N 0.379 -0.424 0.224
O -1.123 1.508 0.183
F 2.192 1.359 -0.552
F -2.093 -0.753 -0.412
F 0.714 -1.100 -0.901
F 0.308 -1.218 1.259

---

ORCA calculation (wB97M-V/def2-TZVPD) on a molecular structure, C5H6O at a distorted geometry.

Summary:
net charge = 0
energy relative to the best compared isomer or geometry (same formula, charge and spin) = 3.046 eV
M = 82.1 g mol⁻¹
spin multiplicity = 1
lowest unoccupied orbital energy = 0.01616 Eh

Positions of all 12 atoms, in Å:
C -1.695 0.969 -0.156
C -0.616 -0.065 0.135
O -0.280 -0.459 1.342
C 0.344 -0.352 -0.796
C 1.537 -0.741 -0.167
C 1.607 -0.596 1.159
H -2.733 0.705 0.068
H -1.634 1.275 -1.210
H -1.438 1.853 0.440
H 0.290 -0.231 -1.859
H 2.284 -1.235 -0.761
H 2.333 -1.123 1.807

---

ORCA calculation (wB97M-V/def2-TZVPD) on a molecular structure, C31H28BMnN2O2S7 at a distorted geometry.

Summary:
<S²> = 3.783
net charge = -1
energy relative to the best compared isomer or geometry (same formula, charge and spin) = 0.000 eV
M = 750.8 g mol⁻¹
spin multiplicity = 4
lowest unoccupied orbital energy (spin up / spin down) = 0.08867 / 0.08870 Eh

Positions of all 72 atoms, in Å:
Mn 0.235 -0.349 -0.128
C -4.883 2.171 -1.012
C -3.413 2.136 -1.502
C -2.502 2.916 -0.553
C -2.605 4.313 -0.553
C -1.768 5.108 0.215
C -0.865 4.489 1.078
C -0.722 3.107 1.158
C 0.255 2.559 2.139
C -0.398 2.171 3.448
C -1.528 2.332 0.276
N -1.378 0.912 0.278
C -2.409 0.172 0.438
C -2.432 -1.202 0.095
C -3.503 -2.089 0.061
C -3.062 -3.189 -0.679
C -1.748 -2.888 -1.090
N -1.339 -1.729 -0.566
H -5.548 1.739 -1.769
H -5.249 3.158 -0.768
H -5.045 1.578 -0.124
H -3.326 2.622 -2.471
H -3.040 1.085 -1.611
H -3.322 4.749 -1.219
H -1.866 6.231 0.137
H -0.240 5.108 1.732
H 1.094 3.228 2.311
H 0.657 1.590 1.729
H -0.914 2.986 3.945
H 0.405 1.787 4.127
H -1.078 1.318 3.267
H -3.347 0.625 0.758
H -4.480 -1.928 0.464
H -3.637 -4.014 -1.040
H -1.136 -3.522 -1.754
S 0.307 -0.803 2.181
C 2.029 -1.003 2.534
C 2.478 -0.917 3.860
C 3.802 -1.142 4.143
C 4.719 -1.426 3.135
C 4.298 -1.442 1.813
C 2.950 -1.272 1.532
S 2.492 -1.363 -0.204
H 1.781 -0.812 4.671
H 4.099 -1.166 5.176
H 5.742 -1.632 3.426
H 5.012 -1.619 1.015
C 0.233 3.745 -5.053
S -0.828 3.831 -3.587
C 0.418 3.629 -2.349
C 0.914 2.476 -1.830
S 0.511 0.840 -2.254
S 2.232 2.679 -0.717
C 2.437 4.403 -0.783
S 3.553 5.277 0.122
S 1.218 5.095 -1.805
H -0.376 3.898 -5.947
H 0.741 2.795 -5.029
H 0.977 4.548 -5.002
O 1.433 -3.638 -1.458
B 2.072 -3.110 -0.323
O 2.465 -4.085 0.599
C 2.102 -5.253 -0.004
C 2.279 -6.554 0.457
C 1.910 -7.605 -0.375
C 1.306 -7.343 -1.598
C 1.085 -6.024 -2.063
C 1.501 -5.010 -1.227
H 2.744 -6.694 1.429
H 1.991 -8.621 -0.060
H 0.964 -8.132 -2.268
H 0.546 -5.826 -2.977

---

ORCA calculation (wB97M-V/def2-TZVPD) on C5H10O in the gas phase.

Summary:
net charge = 0
energy relative to the best compared isomer or geometry (same formula, charge and spin) = 1.231 eV
M = 86.1 g mol⁻¹
SMILES string = CC[C@H]1C[C@H]1O
spin multiplicity = 1
lowest unoccupied orbital energy = 0.03822 Eh

Positions of all 16 atoms, in Å:
C -1.832 0.661 0.006
C -0.935 -0.553 -0.270
C 0.354 -0.611 0.540
C 1.682 -0.982 -0.091
C 1.409 0.432 0.312
O 1.209 1.340 -0.734
H -1.389 1.615 -0.307
H -2.073 0.759 1.070
H -2.774 0.571 -0.546
H -1.532 -1.443 -0.045
H -0.697 -0.602 -1.338
H 0.226 -0.949 1.569
H 2.398 -1.560 0.489
H 1.715 -1.169 -1.162
H 1.939 0.845 1.171
H 0.299 1.647 -0.665

---

ORCA calculation (wB97M-V/def2-TZVPD) on C2H2NO2P in the gas phase at a distorted geometry.

Summary:
net charge = 0
energy relative to the best compared isomer or geometry (same formula, charge and spin) = 4.294 eV
M = 103.0 g mol⁻¹
spin multiplicity = 1
lowest unoccupied orbital energy (spin up / spin down) = -0.04923 / -0.06370 Eh

Positions of all 8 atoms, in Å:
C -0.520 -0.486 -0.698
C -0.841 0.352 0.409
N -2.421 -2.158 0.452
O -1.308 -1.344 -1.144
O -1.868 0.273 1.245
P -2.638 -1.135 1.583
H 0.608 -0.449 -1.042
H -0.001 0.897 0.777

---

ORCA calculation (wB97M-V/def2-TZVPD) on C4H8O3 in the gas phase.

Summary:
net charge = 0
energy relative to the best compared isomer or geometry (same formula, charge and spin) = 1.551 eV
M = 104.1 g mol⁻¹
SMILES string = COCC(=O)OC
spin multiplicity = 1
lowest unoccupied orbital energy = 0.03207 Eh

Positions of all 15 atoms, in Å:
C 1.189 -2.010 -0.715
O 1.851 -0.781 -0.528
C 1.259 0.032 0.445
C 0.026 0.792 -0.039
O 0.071 1.599 -0.935
O -1.080 0.563 0.688
C -2.156 1.465 0.393
H 1.772 -2.568 -1.452
H 0.164 -1.876 -1.093
H 1.147 -2.588 0.223
H 1.039 -0.522 1.367
H 1.976 0.832 0.647
H -1.801 2.495 0.488
H -2.529 1.305 -0.624
H -2.928 1.261 1.136

---

ORCA calculation (wB97M-V/def2-TZVPD) on 2 unconnected molecules or ions with the total composition CH9N2OSi at a distorted geometry.

Summary:
net charge = +1
energy relative to the best compared isomer or geometry (same formula, charge and spin) = 1.025 eV
M = 93.2 g mol⁻¹
spin multiplicity = 1
lowest unoccupied orbital energy = -0.11699 Eh

Positions of all 14 atoms, in Å:
C 0.790 -0.283 -0.248
N 0.541 0.607 1.831
N 1.121 0.783 -0.865
O -0.283 -0.848 -0.325
Si -1.777 -0.986 -1.079
H 1.632 -0.882 0.303
H -0.449 0.799 1.834
H 1.115 1.439 2.057
H 0.581 1.334 -1.630
H 0.779 -0.024 2.744
H 2.090 1.140 -0.865
H -1.613 -0.211 -2.400
H -1.854 -2.516 -1.145
H -2.673 -0.352 -0.209

---

ORCA calculation (wB97M-V/def2-TZVPD) on a molecular structure, C9H21ClIO2P2Ru at a distorted geometry.

Summary:
<S²> = 6.059
net charge = +3
energy relative to the best compared isomer or geometry (same formula, charge and spin) = 3.303 eV
M = 486.6 g mol⁻¹
spin multiplicity = 5
lowest unoccupied orbital energy (spin up / spin down) = -0.44355 / -0.48420 Eh

Positions of all 37 atoms, in Å:
C 0.745 -1.895 -1.636
C 0.571 -3.225 -0.632
H 1.064 -2.349 -2.627
H 1.557 -1.240 -1.283
H -0.209 -1.395 -1.785
O 0.827 -4.200 -1.286
I 0.139 -4.659 1.184
Ru -0.234 1.609 0.389
P -2.199 0.366 -0.652
C -2.966 -1.215 -0.126
C -2.769 1.613 0.549
H -3.837 1.719 0.334
H -3.784 0.703 -2.400
H -2.282 2.582 0.354
H -2.205 1.618 -2.620
H -3.188 -1.254 0.966
H -2.587 1.316 1.597
C -2.689 0.647 -2.355
H -3.899 -1.391 -0.695
H -2.339 -0.172 -2.997
H -2.303 -2.064 -0.401
P 2.024 0.757 0.749
C 2.587 -0.702 1.723
C 3.404 1.220 -0.310
H 1.144 2.899 1.515
H 2.525 2.291 2.453
H 0.850 1.626 2.754
C 1.566 2.008 2.006
H 3.022 2.108 -0.866
H 4.273 1.461 0.314
H 3.689 -0.686 1.838
H 2.379 -1.636 1.158
H 3.658 0.394 -0.987
H 2.118 -0.770 2.732
Cl 0.012 3.345 -0.976
O -0.355 -1.278 1.236
C -0.312 -0.150 0.782

---

ORCA calculation (wB97M-V/def2-TZVPD) on a molecular structure, C4H2O2 at a distorted geometry.

Summary:
net charge = 0
energy relative to the best compared isomer or geometry (same formula, charge and spin) = 4.180 eV
M = 82.1 g mol⁻¹
spin multiplicity = 1
lowest unoccupied orbital energy = -0.00672 Eh

Positions of all 8 atoms, in Å:
C -0.728 -0.424 0.522
C -0.720 0.443 -0.471
C 0.799 -0.471 0.436
C 0.802 0.776 -0.632
O 1.345 0.793 0.600
O 1.366 -1.075 -0.496
H -1.381 -0.934 1.160
H -1.484 0.890 -1.120

---

ORCA calculation (wB97M-V/def2-TZVPD) on C6H11NO3 in the gas phase at a distorted geometry.

Summary:
net charge = 0
energy relative to the best compared isomer or geometry (same formula, charge and spin) = 2.761 eV
M = 145.2 g mol⁻¹
SMILES string = CC(=O)[C@H](C)[C@H](O)C(N)=O
spin multiplicity = 1
lowest unoccupied orbital energy = 0.00060 Eh

Positions of all 21 atoms, in Å:
C 1.542 -1.368 0.234
C 0.470 1.083 -0.951
C 0.775 -0.198 0.837
N 1.302 2.135 -0.771
O 0.290 0.529 -2.024
O 1.320 0.540 1.688
H 1.821 2.496 -1.558
H 1.580 2.360 0.178
H 1.796 -2.050 1.050
H 2.463 -0.985 -0.206
H 1.006 -1.917 -0.536
C -1.444 -1.465 0.156
C -1.038 1.043 0.195
C -0.789 -0.277 0.851
O -2.144 1.232 -0.567
H -2.221 0.514 -1.219
H -0.813 1.906 0.819
H -1.088 -0.248 1.904
H -1.128 -2.401 0.620
H -2.536 -1.398 0.201
H -1.166 -1.529 -0.900

---

ORCA calculation (wB97M-V/def2-TZVPD) on C12H18ClNO in the gas phase at a distorted geometry.

Summary:
net charge = 0
energy relative to the best compared isomer or geometry (same formula, charge and spin) = 10.266 eV
M = 227.7 g mol⁻¹
SMILES string = CCOCCCNCc1ccc(Cl)cc1
spin multiplicity = 1
lowest unoccupied orbital energy = 0.03233 Eh

Positions of all 33 atoms, in Å:
C 2.477 -1.069 -3.477
C 2.424 -0.138 -2.132
O 1.114 -0.248 -1.419
C 1.015 -1.531 -0.919
C -0.032 -1.275 -0.037
C -1.377 -1.180 -0.743
N -2.431 -0.907 0.120
H -2.665 -1.243 0.877
C -2.726 0.704 0.390
C -1.542 1.193 1.412
C -0.702 1.801 0.842
C 0.416 2.308 1.558
C 0.648 2.107 2.997
C -0.637 1.193 3.609
C -1.600 0.944 2.666
H -2.351 0.138 3.147
H -0.403 0.993 4.669
Cl 1.865 2.385 4.078
H 1.224 2.939 1.359
H -0.506 2.012 -0.141
H -2.702 1.283 -0.534
H -3.703 0.584 0.954
H -1.386 -0.394 -1.394
H -1.792 -2.201 -1.259
H -0.153 -0.492 0.614
H -0.310 -2.346 0.647
H 2.077 -1.866 -0.416
H 0.588 -2.333 -1.694
H 3.337 -0.639 -1.638
H 2.568 0.814 -2.425
H 2.354 -2.067 -3.372
H 3.359 -0.670 -4.212
H 1.553 -0.799 -4.129

---

Copy entry 2 word for word.
ORCA calculation (wB97M-V/def2-TZVPD) on 3 unconnected molecules or ions with the total composition CF4NO at a distorted geometry.

Summary:
net charge = +1
energy relative to the best compared isomer or geometry (same formula, charge and spin) = 6.024 eV
M = 118.0 g mol⁻¹
spin multiplicity = 1
lowest unoccupied orbital energy (spin up / spin down) = -0.33782 / -0.36942 Eh

Positions of all 7 atoms, in Å:
C -0.377 0.629 0.200
N 0.379 -0.424 0.224
O -1.123 1.508 0.183
F 2.192 1.359 -0.552
F -2.093 -0.753 -0.412
F 0.714 -1.100 -0.901
F 0.308 -1.218 1.259

---

- energy relative to the best compared isomer or geometry (same formula, charge and spin) of number 1 (C23H27ClN4O6)?
  23.024 eV